[1]
C21H27ClN2O5 | ωB97M-V/def2-TZVPD

Properties
- HOMO level (eV) = -9.26
- LUMO energy (eV) = 0.551
- orbital gap (eV) = 9.8157
- energy above the lowest of the compared OMol25 structures with the same formula, charge and spin (kcal/mol) = 50.69
- structure (SMILES) = COc1c(C)cc(C(=O)NCCCOCCNC(=O)C#C[C@H]2CCOC2)cc1Cl
- energy (eV) = -47953.656

Last column: natural (NBO) charge in e.
Cartesian coordinates (Å):
C -6.88654 1.32154 1.11495  -0.25
O -6.16862 0.24526 0.51318  -0.53
C -4.83325 0.24576 0.80214  0.34
C -3.93401 0.79643 -0.11445  -0.06
C -4.44387 1.41071 -1.38722  -0.63
C -2.57948 0.74590 0.17472  -0.16
C -2.10699 0.17213 1.34850  -0.13
C -0.62230 0.15906 1.57064  0.67
O 0.16484 0.22272 0.63809  -0.64
N -0.20588 0.09826 2.85903  -0.61
C 1.21228 0.10106 3.17601  -0.22
C 1.83418 -1.28997 3.08445  -0.42
C 3.34333 -1.23101 3.20540  -0.05
O 3.80940 -0.43478 2.13647  -0.56
C 5.20705 -0.44806 1.93428  -0.06
C 5.44066 0.30783 0.64717  -0.24
N 4.69307 -0.36771 -0.41595  -0.62
C 4.76581 0.15661 -1.69385  0.64
O 5.80544 0.43469 -2.24844  -0.56
C 3.47198 0.17362 -2.37072  -0.14
C 2.36101 0.15822 -2.82522  0.09
C 1.00445 0.13693 -3.34982  -0.33
C 0.89740 0.04591 -4.87894  -0.42
C -0.50014 -0.54752 -5.07841  -0.07
O -0.89448 -1.12307 -3.82829  -0.53
C 0.20973 -1.10652 -2.93896  -0.05
C -3.00382 -0.39078 2.24618  -0.22
C -4.35853 -0.35147 1.96496  -0.09
Cl -5.47593 -1.08955 3.06753  0.01
H -7.92248 1.21223 0.80592  0.20
H -6.82257 1.27271 2.20356  0.18
H -6.50005 2.28378 0.76955  0.17
H -3.62472 1.57946 -2.08394  0.22
H -5.18531 0.76709 -1.85829  0.23
H -4.92567 2.37197 -1.19563  0.22
H -1.85690 1.15164 -0.52162  0.23
H -0.88068 0.18836 3.59625  0.40
H 1.70990 0.76306 2.46951  0.23
H 1.33802 0.50942 4.18009  0.19
H 1.42303 -1.94108 3.85959  0.20
H 1.58102 -1.72024 2.11360  0.22
H 3.64938 -0.79300 4.16615  0.16
H 3.77632 -2.23618 3.14011  0.18
H 5.72304 0.03892 2.77023  0.17
H 5.56870 -1.47923 1.84099  0.17
H 5.09393 1.33885 0.77234  0.19
H 6.49557 0.32045 0.38194  0.22
H 3.73265 -0.51393 -0.12706  0.40
H 0.47406 1.02267 -2.98986  0.24
H 1.02376 1.01017 -5.36742  0.22
H 1.66992 -0.62869 -5.24850  0.21
H -1.23748 0.21416 -5.33959  0.18
H -0.51109 -1.31420 -5.85646  0.18
H 0.83221 -2.00116 -3.06134  0.16
H -0.15644 -1.06757 -1.91461  0.21
H -2.67486 -0.90184 3.14105  0.22



[2]
H10O5 | ωB97M-V/def2-TZVPD

Properties
- HOMO level (eV) = -10.97
- LUMO energy (eV) = 0.188
- orbital gap (eV) = 11.1582
- energy above the lowest of the compared OMol25 structures with the same formula, charge and spin (kcal/mol) = 32.68
- structure (SMILES) = O.O.O.O.O
- energy (eV) = -10399.432

Last column: natural (NBO) charge in e.
Cartesian coordinates (Å):
O -0.16573 3.24516 0.31138  -0.93
H -1.08312 3.51712 0.19551  0.46
H -0.19547 2.28426 0.24216  0.47
O 0.85662 -1.07323 -1.20162  -0.94
H 1.22365 -1.96088 -1.12193  0.47
H 0.02404 -1.20482 -1.66905  0.47
O 0.41933 -1.51927 1.76411  -0.95
H -0.29861 -1.23442 1.18756  0.47
H 0.79960 -0.69559 2.08958  0.47
O -3.52809 -0.57006 -0.06585  -0.94
H -4.12145 -1.12389 -0.58564  0.47
H -3.79206 0.32980 -0.28846  0.47
O 3.21810 0.17360 0.06335  -0.94
H 2.96909 -0.71305 -0.22095  0.47
H 3.67410 0.54528 -0.70014  0.47



[3]
C3H11NOS2 | ωB97M-V/def2-TZVPD

Properties
- HOMO level (eV) = -8.78
- LUMO energy (eV) = 0.309
- orbital gap (eV) = 9.0854
- energy above the lowest of the compared OMol25 structures with the same formula, charge and spin (kcal/mol) = 7.34
- structure (SMILES) = C[C@@H](N)CSS.O
- energy (eV) = -28497.278

Last column: natural (NBO) charge in e.
Cartesian coordinates (Å):
C -1.21847 1.15733 -2.07548  -0.61
C -0.62159 0.70524 -0.74076  -0.06
N 0.79092 0.96707 -0.69602  -0.83
C -1.43538 1.32518 0.38132  -0.51
S -1.33679 0.49753 2.03730  0.06
S 0.03303 -1.02903 1.94849  -0.13
H -1.51753 2.20889 -2.08182  0.21
H -0.47783 1.10422 -2.88102  0.21
H -2.02331 0.54890 -2.40701  0.21
H -0.86230 -0.36970 -0.67510  0.15
H 1.25159 0.43468 0.03110  0.37
H 1.18799 0.64731 -1.57182  0.36
H -1.07886 2.32893 0.57420  0.23
H -2.50274 1.28608 0.18429  0.22
H -0.66554 -1.83029 1.13833  0.12
O 3.34206 -3.39730 2.64736  -0.93
H 4.15169 -2.93093 2.39429  0.47
H 2.98304 -3.65413 1.79234  0.46



[4]
C3H8BrN2 | ωB97M-V/def2-TZVPD

Properties
- HOMO level (spin up / spin down) (eV) = -10.80 / -14.87
- LUMO energy (spin up / spin down) (eV) = -3.338 / -7.066
- orbital gap (spin up / spin down) (eV) = 7.4605 / 7.8030
- total charge = +1
- energy above the lowest of the compared OMol25 structures with the same formula, charge and spin (kcal/mol) = 15.75
- spin multiplicity = 3
- energy (eV) = -76251.096

Last column: Mulliken spin population.
Cartesian coordinates (Å):
C -0.30134 -1.26361 -0.25174  0.76
C 0.61898 0.91502 0.56221  0.09
C -1.44898 -0.89770 -0.93921  0.93
N 0.04039 -0.66324 0.94568  0.00
N 0.19521 1.25431 -0.66361  0.04
Br -2.94510 0.05105 -0.13542  0.13
H 0.41267 -1.84987 -0.67806  0.01
H 1.68856 0.64780 0.75904  0.00
H 0.16179 1.60190 1.43375  0.00
H -0.71376 -0.54542 1.62452  0.01
H -1.77923 -1.43446 -1.79655  0.01
H 0.76454 -1.35929 1.33111  0.01
H -0.80846 1.64433 -0.86385  -0.01
H 0.58630 0.95512 -1.47192  0.00



[5]
C25H32BiN5S2Si | ωB97M-V/def2-TZVPD

Properties
- HOMO level (eV) = -11.85
- LUMO energy (eV) = -5.780
- orbital gap (eV) = 6.0659
- total charge = +2
- energy above the lowest of the compared OMol25 structures with the same formula, charge and spin (kcal/mol) = 11.97
- energy (eV) = -69269.475

Last column: natural (NBO) charge in e.
Cartesian coordinates (Å):
Bi 0.77020 0.06231 0.04530  0.77
N 4.86565 -1.48524 0.38763  -0.55
C 4.85678 -2.74064 1.05586  0.10
C 5.97324 -3.18341 1.74137  -0.21
C 5.92835 -4.40691 2.39573  -0.17
C 4.76708 -5.16519 2.39077  -0.19
C 3.64145 -4.70420 1.72185  -0.22
C 3.69857 -3.50015 1.03688  -0.17
S 2.36278 -2.97215 0.01798  0.51
N 2.54797 -1.26807 0.21504  -0.75
C 3.73824 -0.74442 0.25457  0.42
C 3.81567 0.71811 0.13537  0.13
C 5.00845 1.44086 0.15105  -0.19
C 4.97439 2.80715 -0.00871  -0.13
C 3.74108 3.43748 -0.17533  -0.21
C 2.60211 2.67561 -0.17185  0.05
N 2.62980 1.33728 -0.02075  -0.51
H 5.74598 -0.99941 0.39798  0.42
H 6.87537 -2.58362 1.76180  0.23
H 6.80616 -4.76162 2.91755  0.24
H 4.73568 -6.11503 2.90544  0.24
H 2.73321 -5.29293 1.70771  0.23
H 5.95978 0.94794 0.28657  0.23
H 5.88930 3.38270 -0.00179  0.25
H 3.66958 4.50784 -0.30226  0.25
H 1.62217 3.12208 -0.28321  0.20
C -0.33868 -4.22047 2.16889  -0.73
S -1.08580 -2.88295 1.22648  0.14
C -2.77341 -3.50648 1.11194  -0.74
H -0.88988 -4.38013 3.09385  0.23
H 0.67635 -3.92004 2.41926  0.23
H -0.31687 -5.14108 1.58737  0.22
H -2.79861 -4.45425 0.57671  0.23
H -3.37089 -2.78345 0.55986  0.23
H -3.20041 -3.63284 2.10537  0.23
C -1.88705 5.97479 -0.51158  -0.40
N -1.79127 4.74825 -1.32943  -0.41
C -1.59806 4.87272 -2.78943  -0.40
C -2.02712 3.59973 -0.81039  0.71
N -2.22374 2.55803 -0.32523  -0.60
H -2.74553 6.55631 -0.84230  0.23
H -0.97378 6.55119 -0.64129  0.23
H -2.00476 5.70186 0.53329  0.23
H -2.44013 5.41398 -3.21686  0.23
H -1.53631 3.88105 -3.22939  0.23
H -0.67482 5.41804 -2.97266  0.23
C -2.88621 0.55354 1.72816  -1.16
Si -3.53679 1.29259 0.16796  1.79
C -5.01242 2.38125 0.38173  -1.15
C -3.59806 0.21514 -1.31892  -0.58
C -4.50390 0.48439 -2.35188  -0.11
C -4.55294 -0.32358 -3.47769  -0.22
C -3.69538 -1.40989 -3.58823  -0.17
C -2.78967 -1.69310 -2.57556  -0.20
C -2.74767 -0.88560 -1.45003  -0.19
H -3.68065 0.55148 2.47780  0.27
H -2.06436 1.14676 2.13408  0.26
H -2.53012 -0.47177 1.61982  0.27
H -5.90415 1.76563 0.52319  0.28
H -5.18990 3.01986 -0.48476  0.25
H -4.90523 3.01246 1.26587  0.26
H -5.19015 1.32020 -2.27703  0.20
H -5.26454 -0.11365 -4.26482  0.23
H -3.73875 -2.04208 -4.46534  0.23
H -2.12444 -2.54273 -2.65791  0.23
H -2.04297 -1.13151 -0.66344  0.20



[6]
C34H37CsN6O2S3Si | ωB97M-V/def2-TZVPD

Properties
- HOMO level (eV) = 0.24
- LUMO energy (eV) = 3.470
- orbital gap (eV) = 3.2352
- total charge = -2
- energy above the lowest of the compared OMol25 structures with the same formula, charge and spin (kcal/mol) = 78.00
- energy (eV) = -89828.970

Last column: Löwdin charge in e.
Cartesian coordinates (Å):
Cs -0.28199 0.15810 -0.25807  0.80
N 3.75766 -2.82819 -0.88885  0.08
C 3.11140 -2.87875 -2.10814  -0.70
N 1.97906 -2.29931 -2.34346  0.12
C 1.59914 -2.49205 -3.65805  -0.28
C 0.31136 -1.96198 -4.17647  -0.13
C 0.00870 -2.40696 -5.63573  -0.19
C 1.12346 -2.98888 -6.43409  -0.06
C 2.25387 -3.41792 -5.86341  -0.12
C 2.45829 -3.19815 -4.43630  -0.49
S 3.83171 -3.67153 -3.48174  1.03
H 3.15145 -2.44004 -0.17121  0.05
H 4.16268 -3.70426 -0.59494  0.08
H 0.24082 -0.88950 -3.97670  0.15
H -0.52798 -1.62792 -6.17725  0.15
H 0.97921 -3.12391 -7.50132  0.10
H 3.03464 -3.89462 -6.44509  0.09
C 5.57460 1.18083 2.62806  -0.04
N 4.57496 0.14327 2.62176  -0.12
C 4.89485 -1.22248 2.96060  -0.06
C 3.80814 -1.99264 2.20614  -0.49
O 3.70041 -3.20039 2.23425  0.04
N 3.03720 -1.10733 1.49216  0.18
C 3.51116 0.09679 1.76080  -0.42
N 2.97633 1.22908 1.28103  0.18
H 5.95708 1.32302 3.64080  0.08
H 5.14309 2.12343 2.30069  0.08
H 6.41068 0.93724 1.96211  0.09
H 4.82194 -1.40980 4.03338  0.12
H 5.88467 -1.52125 2.60356  0.13
H 2.00503 1.08380 1.04591  -0.01
H 3.03581 2.01443 1.91283  0.10
S -4.24789 -0.43889 -3.68784  0.76
C -3.02714 -0.01853 -2.32579  -1.16
N -2.03981 -1.09500 -2.31215  -0.16
C -2.06788 -1.78031 -3.42195  -0.40
C -0.94477 -2.74170 -3.69575  -0.13
C -1.03533 -3.45437 -5.08599  -0.22
C -2.37614 -3.51011 -5.72966  -0.14
C -3.29141 -2.55244 -5.38836  -0.17
C -3.09383 -1.61202 -4.36015  -0.54
H -3.60641 -0.03904 -1.40056  0.01
H -0.78508 -3.37774 -2.82012  0.14
H -0.54276 -4.43035 -5.03995  0.13
H -2.59950 -4.25311 -6.48577  0.05
H -4.24446 -2.54155 -5.91507  0.08
S -2.26495 1.63730 -2.47366  0.06
C -1.72631 0.10792 5.83340  -0.11
C -1.36424 0.28996 4.35786  -0.60
C -2.61566 0.73792 3.59541  -0.09
C -0.91244 -1.06852 3.80559  -0.10
Si 0.07024 1.52306 3.99786  0.42
O 0.72461 1.36609 2.56734  -0.42
C 1.33213 1.28366 5.42750  -0.18
C 1.12214 1.55728 6.78297  -0.10
C 2.12294 1.37377 7.72903  -0.11
C 3.37481 0.90675 7.34577  -0.12
C 3.61272 0.63279 6.00696  -0.10
C 2.60005 0.82626 5.07538  -0.09
C -0.56840 3.30806 4.22906  -0.19
C -1.31518 3.78819 5.30943  -0.11
C -1.70547 5.11813 5.39633  -0.11
C -1.35762 6.01046 4.39086  -0.12
C -0.62525 5.55881 3.30335  -0.10
C -0.23978 4.22590 3.22841  -0.09
H -2.53541 -0.62914 5.92585  0.08
H -2.08482 1.03177 6.29259  0.06
H -0.88143 -0.25727 6.41901  0.07
H -3.40902 -0.01567 3.68077  0.08
H -2.41196 0.88164 2.53122  0.08
H -3.00528 1.68311 3.98076  0.07
H -1.68999 -1.82502 3.97654  0.08
H 0.01118 -1.42356 4.27026  0.08
H -0.75396 -0.99627 2.72987  0.04
H 0.16096 1.93192 7.11786  0.09
H 1.92599 1.59780 8.77157  0.09
H 4.15445 0.76169 8.08469  0.09
H 4.58675 0.26881 5.68717  0.08
H 2.77249 0.61989 4.03271  0.07
H -1.60878 3.11511 6.10650  0.08
H -2.28701 5.45728 6.24646  0.09
H -1.66450 7.04827 4.45133  0.09
H -0.36229 6.24204 2.50386  0.09
H 0.31717 3.86030 2.37291  0.09